A) Computed, not measured: a molecular structure, C28H84O21, with wB97M-V/def2-TZVPD.

Summary:
* HOMO energy: -8.7 eV
* LUMO: -0.33 eV
* orbital gap: 8.377 eV

ORCA input file:
```
! wB97M-V def2-TZVPD RIJCOSX def2/J DEFGRID3
* xyz 0 1
C -3.1203 1.6465 4.8446
C -3.4444 0.5046 3.8991
O -2.6366 0.6085 2.7459
H -2.1353 1.5097 5.3086
H -3.7407 1.7147 5.7410
H -3.0815 2.6219 4.3617
H -4.4799 0.6702 3.5754
H -3.3094 -0.4602 4.3968
H -3.0458 0.1778 1.9633
C 1.1459 -2.8452 -2.3891
C 1.9076 -3.4359 -1.2305
O 2.9045 -2.5327 -0.7713
H 1.8770 -2.5064 -3.1282
H 0.4519 -2.0483 -2.1158
H 0.5235 -3.6242 -2.8353
H 2.3003 -4.4285 -1.4719
H 1.1683 -3.6283 -0.4352
H 3.5790 -3.0461 -0.3137
C 5.2201 0.1789 0.2618
C 5.3150 1.6807 0.1019
O 6.5628 2.1562 0.5899
H 4.2218 -0.1557 -0.0278
H 5.4927 -0.1697 1.2592
H 5.8668 -0.4419 -0.3711
H 4.4876 2.1050 0.6820
H 5.0890 2.0348 -0.9078
H 6.6740 3.0636 0.2941
C 0.3466 4.2053 -1.1623
C 1.6611 4.9541 -1.1560
O 2.7076 4.0835 -0.7325
H 0.1127 3.8269 -0.1649
H 0.3183 3.3670 -1.8619
H -0.5328 4.8045 -1.4213
H 1.6798 5.8589 -0.5435
H 1.9077 5.2323 -2.1836
H 2.5210 3.8174 0.1986
C -1.4413 -2.1045 3.3911
C -2.6347 -2.8704 2.8373
O -2.4355 -4.2853 2.8611
H -1.3297 -2.2725 4.4636
H -1.6545 -1.0387 3.2484
H -0.4609 -2.3052 2.9583
H -2.8296 -2.6125 1.7894
H -3.5326 -2.6352 3.4104
H -1.9686 -4.4957 2.0377
C -2.9936 2.6323 -1.5519
C -2.9132 3.2946 -2.9325
O -4.2030 3.3901 -3.4902
H -3.5048 1.6730 -1.6278
H -3.6670 3.2640 -0.9640
H -2.0108 2.5735 -1.0902
H -2.3272 2.5940 -3.5392
H -2.3389 4.2171 -2.8173
H -4.2057 3.0860 -4.3976
C -0.8524 1.0642 -4.6541
C 0.5217 0.5397 -5.0364
O 0.6248 -0.0094 -6.3466
H -0.7853 1.4534 -3.6399
H -1.5071 0.1882 -4.6064
H -1.2248 1.7558 -5.4059
H 0.8961 -0.2091 -4.3312
H 1.1973 1.3969 -4.9179
H 1.5601 -0.1265 -6.5299
C -2.2892 -3.5224 -2.9039
C -2.0382 -2.3517 -1.9832
O -2.7505 -2.5058 -0.7488
O -1.8545 -4.7294 -2.2679
H -1.8108 -3.3999 -3.8769
H -3.3690 -3.6342 -3.0569
H -2.3925 -1.4741 -2.5243
H -0.9799 -2.3010 -1.7102
H -2.7500 -3.4625 -0.5920
H -1.7297 -5.4139 -2.9295
C 1.3663 -5.1413 -0.0461
C 0.3383 -4.1146 0.3876
O -0.9776 -4.6747 0.4543
O 1.2787 -5.3116 -1.4830
H 1.0408 -6.1069 0.3481
H 2.3839 -4.8563 0.2192
H 0.2837 -3.3145 -0.3592
H 0.5699 -3.6813 1.3577
H -1.1376 -5.0670 -0.4189
H 2.0756 -5.7808 -1.7473
C 2.5035 -0.3815 4.6946
C 3.6988 0.1745 3.9031
O 3.1895 0.9148 2.7987
O 1.8151 0.6295 5.3905
H 2.9140 -1.1340 5.3746
H 1.8967 -0.9191 3.9566
H 4.2919 -0.6676 3.5341
H 4.2623 0.8142 4.5786
H 2.7812 0.3107 2.1608
H 1.3112 1.0489 4.6683
C 3.3078 2.1554 -3.0324
C 3.3438 0.6400 -2.9406
O 2.5587 0.2151 -1.8133
O 3.9858 2.8486 -2.0358
H 2.2899 2.5334 -3.1965
H 3.7409 2.3586 -4.0208
H 4.3535 0.3044 -2.6778
H 3.0057 0.0669 -3.8053
H 2.5662 -0.7466 -1.7384
H 3.4382 2.9692 -1.2397
C -5.1318 -0.6330 0.1694
C -5.9977 0.5892 0.4686
O -7.1985 0.5786 -0.2854
O -3.7994 -0.5137 0.6349
H -5.1151 -0.7974 -0.9137
H -5.6493 -1.4710 0.6535
H -5.4982 1.5444 0.3072
H -6.2458 0.5682 1.5374
H -7.3498 -0.3162 -0.6073
H -3.3015 -1.1926 0.1191
C 1.1864 3.6937 2.9277
C -0.1551 3.0028 3.1563
O 0.0326 1.6130 3.3754
O 1.8678 3.2422 1.7629
H 1.8790 3.6034 3.7724
H 1.0349 4.7723 2.8426
H -0.6564 3.1086 2.1879
H -0.6543 3.5225 3.9770
H -0.8242 1.2130 3.1440
H 2.1973 2.3527 1.9801
C -0.4219 0.4572 0.2629
C 0.2132 -0.6862 1.0124
O 1.6184 -0.5231 1.0372
O -0.1089 0.4302 -1.1077
H -0.0523 1.4217 0.6351
H -1.5047 0.4515 0.3965
H -0.1078 -1.6102 0.5129
H -0.1865 -0.7575 2.0270
H 2.0665 -1.1316 0.4340
H 0.8557 0.5174 -1.2170
*
```

***

B) Computed, not measured: 14 unconnected molecules or ions with the total composition C28H84O21, with wB97M-V/def2-TZVPD.

Summary:
* HOMO energy: -8.5 eV
* LUMO: 0.19 eV
* orbital gap: 8.728 eV

ORCA input file:
```
! wB97M-V def2-TZVPD RIJCOSX def2/J DEFGRID3
* xyz 0 1
C 0.2002 -2.3671 4.0465
C 1.2236 -1.3357 4.5193
O 0.8763 -0.8852 5.8232
H 0.5109 -2.8575 3.1190
H -0.7840 -1.9108 3.9055
H 0.0356 -3.1479 4.7896
H 1.4408 -0.5192 3.8294
H 2.1390 -1.9290 4.6341
H 0.4379 -0.0324 5.7288
C -4.1534 -0.9744 -0.3279
C -4.3149 -2.0241 -1.4302
O -5.4092 -2.8202 -1.0358
H -3.9559 -1.3897 0.6592
H -5.0284 -0.3231 -0.2875
H -3.3052 -0.3102 -0.5301
H -3.3806 -2.5943 -1.4573
H -4.4601 -1.5050 -2.3837
H -5.5800 -3.5401 -1.6494
C -2.8000 -0.6061 4.8308
C -2.0461 -0.5123 3.5135
O -0.6493 -0.4327 3.7528
H -3.8707 -0.5107 4.6326
H -2.5331 0.1980 5.5154
H -2.6428 -1.5769 5.3007
H -2.3900 0.3746 2.9708
H -2.2660 -1.4039 2.9162
H -0.2559 -0.1997 2.8983
C -2.4245 -3.7955 0.9689
C -2.7844 -3.8852 2.4463
O -3.3468 -5.1552 2.7435
H -3.3059 -3.9687 0.3411
H -1.7868 -4.6368 0.6900
H -2.0062 -2.8613 0.5923
H -3.4939 -3.0870 2.6878
H -1.8976 -3.7422 3.0593
H -4.2764 -5.1190 2.5000
C -1.3933 -1.7215 -3.3957
C 0.0391 -1.2694 -3.4897
O 0.0779 0.1426 -3.3913
H -1.9417 -1.4939 -4.3133
H -1.9262 -1.2851 -2.5516
H -1.4581 -2.8067 -3.2887
H 0.4784 -1.6589 -4.4184
H 0.6422 -1.7388 -2.7018
H 1.0153 0.4039 -3.3335
C 2.2173 -3.4526 -5.8180
C 1.7002 -2.4604 -4.7771
O 2.2874 -2.7334 -3.5228
H 3.2769 -3.2235 -5.9447
H 1.7340 -3.3094 -6.7853
H 2.0328 -4.4799 -5.5096
H 0.6169 -2.6306 -4.6744
H 1.8651 -1.4543 -5.1758
H 1.9824 -2.0382 -2.9200
C -3.5983 3.1185 1.0395
C -3.3281 4.6170 0.9357
O -3.7312 5.0529 -0.3628
H -3.7992 2.8700 2.0891
H -2.7772 2.4348 0.8191
H -4.5006 2.7934 0.5211
H -2.2520 4.7698 1.0559
H -3.8015 5.1571 1.7574
H -3.3927 5.9406 -0.5263
C 0.9198 3.2362 -0.9724
C 2.2325 3.3296 -0.2492
O 2.8746 2.0694 -0.0911
O -0.0450 2.6479 -0.0984
H 0.9721 2.5944 -1.8594
H 0.6666 4.2608 -1.2588
H 2.0508 3.7585 0.7417
H 2.9081 4.0343 -0.7449
H 3.6085 2.2178 0.5357
H -0.9078 2.6813 -0.5538
C -0.1590 -0.9426 0.0948
C 1.1178 -1.4456 -0.5300
O 1.5887 -0.6037 -1.5875
O 0.0376 0.1383 1.0090
H -0.5728 -1.7472 0.7093
H -0.8785 -0.7231 -0.7000
H 0.9266 -2.4367 -0.9471
H 1.9079 -1.5167 0.2187
H 1.9870 0.1951 -1.1979
H -0.0268 1.0067 0.5447
C 1.4523 -4.8229 0.3677
C 1.4687 -4.4100 -1.0825
O 0.0898 -4.1527 -1.4161
O 0.9526 -6.1393 0.5589
H 0.8130 -4.1453 0.9462
H 2.4354 -4.7511 0.8327
H 1.8517 -5.2247 -1.7008
H 2.1055 -3.5317 -1.2269
H 0.0157 -4.1782 -2.3754
H 0.1002 -6.1797 0.1094
C -2.8371 1.9963 -2.6234
C -2.4699 3.2129 -3.4358
O -2.3487 4.3806 -2.5979
O -1.7038 1.5371 -1.8666
H -3.2102 1.1867 -3.2599
H -3.5971 2.2665 -1.8866
H -3.3045 3.4688 -4.1030
H -1.5576 3.0926 -4.0197
H -2.9936 4.2646 -1.8615
H -1.1359 1.1096 -2.5438
C 1.4580 3.5946 4.3188
C 0.4458 2.9742 3.3592
O 0.0986 3.9296 2.3735
O 2.3001 2.5592 4.8548
H 0.9384 4.1839 5.0754
H 2.1625 4.1955 3.7362
H -0.4917 2.6842 3.8428
H 0.8723 2.0521 2.9514
H -0.0028 3.5248 1.4960
H 2.8969 2.9601 5.4915
C 3.8044 2.6280 -2.9892
C 2.7392 2.6756 -4.0386
O 2.4191 1.3199 -4.4043
O 5.0570 2.2463 -3.5256
H 3.5033 1.9651 -2.1702
H 3.9712 3.6088 -2.5428
H 3.0597 3.1967 -4.9458
H 1.8163 3.1787 -3.7277
H 1.7450 1.3051 -5.0911
H 4.9865 1.4105 -3.9975
C 4.0048 0.6581 2.7035
C 4.9299 1.8548 2.8814
O 4.6357 2.8806 1.9010
O 4.3090 -0.1610 1.5795
H 2.9856 1.0586 2.6364
H 4.0372 -0.0010 3.5684
H 5.9230 1.4809 2.6032
H 4.9595 2.3115 3.8685
H 5.3492 3.5210 1.8733
H 3.9691 0.3114 0.8101
*
```

***

Quick ranking, most stable first: B), A).